Entry 1:
The following is a DFT calculation (ωB97M-V with the def2-TZVPD basis set) of a molecular structure, C25H21N5O10S3Sm in a non-equilibrium geometry.

Atoms and positions in Å:
Sm (-1.03241, -0.68202, 1.21872)
C (4.48010, 2.14470, -3.26876)
C (3.10701, 1.81207, -2.81343)
C (2.08668, 1.71219, -3.77927)
C (0.76303, 1.46334, -3.42462)
C (0.51498, 1.33430, -2.06504)
C (1.47919, 1.48930, -1.11596)
C (2.78443, 1.68494, -1.50166)
S (-0.96906, 0.56972, -1.50461)
O (-1.28159, 1.19008, -0.19905)
O (-1.92417, 0.79673, -2.52963)
N (-0.65412, -0.91555, -1.14635)
C (0.50155, -1.69573, -1.44653)
C (1.57917, -1.47052, -0.34473)
O (2.72463, -1.85739, -0.44777)
O (1.09273, -0.78575, 0.67236)
H (4.45214, 2.64568, -4.22159)
H (5.08597, 1.24031, -3.30623)
H (4.90508, 2.79362, -2.53606)
H (2.37146, 1.80949, -4.81579)
H (-0.02565, 1.38396, -4.13751)
H (1.20630, 1.41441, -0.08504)
H (3.52122, 1.82398, -0.72482)
H (0.99830, -1.56533, -2.40698)
H (0.30417, -2.77689, -1.34856)
O (-3.14282, -1.63412, 0.88387)
C (-2.62677, -2.71927, 0.41604)
O (-1.53585, -3.20129, 0.80478)
C (-3.27839, -3.32515, -0.77175)
C (-4.52054, -2.84006, -1.12517)
C (-5.16075, -3.37108, -2.26073)
C (-4.56727, -4.38442, -2.99628)
C (-3.34004, -4.86227, -2.52437)
C (-2.68743, -4.40356, -1.42836)
N (-2.73836, -5.98911, -3.30470)
O (-3.32357, -6.55331, -4.20701)
O (-1.59263, -6.21542, -3.02841)
H (-5.00301, -2.05815, -0.53598)
H (-6.12237, -2.96635, -2.59129)
H (-5.03164, -4.77537, -3.88998)
H (-1.79054, -4.81886, -1.05036)
N (4.06575, 4.03445, 1.20452)
C (2.79820, 3.72616, 1.63991)
C (1.70500, 4.22656, 0.96073)
C (0.43123, 3.94934, 1.37699)
C (0.28305, 3.16535, 2.52765)
C (1.36353, 2.78164, 3.28244)
C (2.60866, 3.05774, 2.86071)
S (-1.29781, 2.59239, 3.14966)
O (-2.36696, 2.90194, 2.18886)
O (-1.39951, 3.09217, 4.49257)
N (-1.08740, 1.00910, 3.19693)
C (-0.77537, 0.17824, 4.21818)
S (-0.62235, 0.57490, 5.92676)
C (-0.47276, -1.12369, 6.25944)
C (-0.47399, -1.82075, 5.08832)
N (-0.59354, -1.10305, 3.94257)
H (4.19151, 4.22832, 0.24472)
H (4.71813, 3.34887, 1.56685)
H (1.88307, 4.84491, 0.08187)
H (-0.40280, 4.35384, 0.80405)
H (1.20142, 2.25577, 4.22052)
H (3.47268, 2.70787, 3.39106)
H (-0.46018, -1.51845, 7.28047)
H (-0.37870, -2.90549, 4.98286)

orbital gap (spin up / spin down)	7.344 / 7.348	eV
electronic energy	-3844.17769	Ha
charge	-1
spin multiplicity	6



Entry 2:
The following is a DFT calculation (ωB97M-V with the def2-TZVPD basis set) of C4H5FS3 in the gas phase in a non-equilibrium geometry.

Atoms and positions in Å:
C (1.30710, -0.46120, 0.83482)
C (-0.01344, -0.21508, -0.00524)
C (-0.67837, -1.40684, -0.48523)
C (-0.80596, 1.00009, -0.05393)
H (1.66242, 2.00716, 0.20261)
H (1.68048, -1.58785, 0.77193)
H (1.11773, -0.35090, 1.91558)
H (-0.59215, -2.53124, -0.09498)
H (-1.42990, 0.88694, -2.29972)
F (-1.93031, -1.52725, -1.08259)
S (2.49674, 0.73738, 0.39267)
S (-1.47290, 1.92975, -1.50178)
S (-1.34145, 1.51904, 1.40587)

orbital gap	8.048	eV
electronic energy	-1449.71333	Ha
SMILES string	F/C=C(/CS)C(=S)S
energy relative to the best compared isomer or geometry (same formula, charge and spin)	70.3	kcal/mol



Entry 3:
The following is a DFT calculation (ωB97M-V with the def2-TZVPD basis set) of a molecular structure, C20H18Cl2F5N2O5TeZr.

Atoms and positions in Å:
Zr (-0.07789, -0.03856, 1.00772)
Cl (-7.94887, 2.92447, 3.08003)
C (-6.40209, 2.22031, 2.81271)
C (-5.92169, 2.11646, 1.51111)
C (-4.68237, 1.55207, 1.29862)
C (-3.92867, 1.09580, 2.38319)
C (-4.42189, 1.20831, 3.68452)
C (-5.66304, 1.77105, 3.90111)
C (-2.63111, 0.49000, 2.14211)
O (-1.87954, 0.19302, 3.16939)
O (-2.20276, 0.29918, 0.97287)
H (-6.52079, 2.47646, 0.68719)
H (-4.28809, 1.46089, 0.29625)
H (-3.83090, 0.85462, 4.51759)
H (-6.06485, 1.86637, 4.89938)
F (0.56273, -1.74933, 4.08826)
Te (-1.23825, -1.75109, 3.65010)
F (-1.44018, -0.97745, 5.29808)
F (0.83522, 0.33305, 2.61059)
F (-1.22656, -3.49420, 4.22071)
F (-3.06573, -2.03285, 3.52954)
O (-0.82208, -1.86340, 1.87912)
Cl (1.99567, 6.49474, -3.96641)
C (1.62937, 5.21043, -2.87578)
C (0.32396, 5.05193, -2.42811)
C (0.03462, 4.02955, -1.54444)
C (1.04393, 3.16044, -1.13799)
C (2.34860, 3.32568, -1.59725)
C (2.64766, 4.36043, -2.46251)
C (0.73359, 2.06742, -0.21517)
O (1.50052, 1.05490, -0.07747)
O (-0.35250, 2.05598, 0.46327)
H (-0.44601, 5.73012, -2.76687)
H (-0.97020, 3.90046, -1.16639)
H (3.12444, 2.64902, -1.26525)
H (3.65605, 4.51717, -2.81773)
N (0.59945, -1.47981, -0.54640)
C (1.54312, -2.10502, -0.83450)
N (2.55930, -2.79565, -1.19111)
C (3.63365, -2.19635, -2.01881)
C (3.61073, -2.82749, -3.40705)
C (3.28123, -4.33328, -3.33716)
C (3.54690, -4.90558, -1.94720)
C (2.63258, -4.25838, -0.91322)
H (4.57133, -2.38937, -1.49858)
H (3.48374, -1.11894, -2.04372)
H (4.58556, -2.66065, -3.86672)
H (2.87678, -2.31316, -4.02800)
H (3.86225, -4.87791, -4.07914)
H (2.23059, -4.49464, -3.58991)
H (4.59313, -4.76511, -1.66851)
H (3.36369, -5.97948, -1.92764)
H (2.99475, -4.40581, 0.10416)
H (1.62092, -4.65684, -0.98857)

orbital gap	7.544	eV
electronic energy	-2993.45541	Ha
charge	+1
energy relative to the best compared isomer or geometry (same formula, charge and spin)	31.4	kcal/mol



Entry 4:
The following is a DFT calculation (ωB97M-V with the def2-TZVPD basis set) of 3 unconnected molecules or ions with the total composition C6H12O2 in a non-equilibrium geometry.

Atoms and positions in Å:
C (-0.09459, 0.21379, 0.11485)
C (0.68394, -0.94564, -0.02666)
C (-0.98774, 0.70838, -0.99349)
C (-0.50867, 0.62438, 1.50243)
C (1.73931, 1.23378, -0.20876)
C (-1.18034, -2.08631, 0.27444)
O (1.14870, -1.44944, -1.19423)
O (-1.89832, -2.17845, 1.23578)
H (0.66610, -1.06860, -1.94146)
H (1.26359, -1.29155, 0.81985)
H (-1.27078, -2.84621, -0.55844)
H (-0.73093, 0.31300, -1.97878)
H (-0.61724, 1.70966, 1.56030)
H (-1.47398, 0.17552, 1.75357)
H (-2.02585, 0.43730, -0.78742)
H (-0.92538, 1.79789, -1.05616)
H (0.21882, 0.30339, 2.24967)
H (1.74555, 1.54482, -1.25125)
H (2.67219, 0.72745, 0.02742)
H (1.57561, 2.07683, 0.45835)

orbital gap	7.370	eV
electronic energy	-386.11837	Ha
energy relative to the best compared isomer or geometry (same formula, charge and spin)	126.6	kcal/mol



Entry 5:
The following is a DFT calculation (ωB97M-V with the def2-TZVPD basis set) of 6 unconnected molecules or ions with the total composition C31H30BF6NO21 in a non-equilibrium geometry.

Atoms and positions in Å:
C (-9.39466, -4.66248, -0.47433)
C (-8.50317, -5.84018, -0.72819)
O (-8.70351, -6.70006, -1.51758)
O (-7.38229, -5.86706, 0.11966)
C (-6.14670, -5.68842, -0.46013)
O (-5.87954, -6.03308, -1.57031)
C (-5.19213, -4.99329, 0.47721)
C (-4.96096, -3.54239, 0.09682)
C (-4.44303, -2.68616, 1.07156)
C (-4.18147, -1.33139, 0.85669)
B (-3.59247, -0.51098, 2.08787)
O (-2.47119, 0.27052, 1.96299)
N (-4.18418, -0.64901, 3.41700)
C (-5.63191, -0.85989, 3.44268)
C (-3.44852, -1.60759, 4.26184)
C (-4.49115, -0.82087, -0.41615)
C (-5.02211, -1.66766, -1.39570)
C (-5.23767, -3.02166, -1.16041)
C (-5.39031, -1.12165, -2.73716)
O (-5.34753, -1.76134, -3.75360)
C (-5.80492, 0.31723, -2.70774)
F (-6.66649, 0.69168, -3.64583)
C (-5.31303, 1.14701, -1.79565)
C (-4.32424, 0.61698, -0.81754)
O (-3.43093, 1.32198, -0.41440)
H (-9.69990, -4.23497, -1.42669)
H (-8.93048, -3.92292, 0.17240)
H (-10.29048, -5.03054, 0.03037)
H (-5.60850, -5.03072, 1.48336)
H (-4.25187, -5.54731, 0.45441)
H (-4.22026, -3.09843, 2.05034)
H (-2.62893, 1.16882, 2.26934)
H (-6.02211, -0.58026, 4.42560)
H (-5.93054, -1.89903, 3.26109)
H (-6.11466, -0.19872, 2.72318)
H (-4.08063, -2.45534, 4.53155)
H (-3.06970, -1.12517, 5.16604)
H (-2.56345, -1.99258, 3.74535)
H (-5.63553, -3.63820, -1.95688)
H (-5.58966, 2.19301, -1.75956)
C (-6.69131, -8.85037, -4.78430)
C (-7.81650, -7.84839, -4.64316)
O (-8.76452, -8.32927, -5.58080)
C (-8.58033, -9.67206, -5.71524)
O (-9.34459, -10.41287, -6.23069)
O (-7.39637, -10.03548, -5.16416)
F (-7.43806, -6.59551, -4.99290)
H (-6.01007, -8.55741, -5.58461)
H (-6.13525, -9.01222, -3.86583)
H (-8.27096, -7.81506, -3.65285)
C (-0.13934, 1.94148, -0.76309)
C (0.96796, 1.51647, 0.17561)
O (2.01562, 2.40902, -0.17144)
C (1.44898, 3.54666, -0.67325)
O (2.02744, 4.56771, -0.83382)
O (0.14653, 3.33486, -0.94513)
F (1.37841, 0.24548, -0.04019)
H (-0.05510, 1.42578, -1.72082)
H (-1.13372, 1.79424, -0.35563)
H (0.73672, 1.63444, 1.23509)
C (5.18771, 3.82907, -0.29408)
C (5.82145, 3.10651, -1.46306)
O (7.19991, 3.37787, -1.27940)
C (7.41140, 3.58811, 0.04714)
O (8.47549, 3.60906, 0.56807)
O (6.23352, 3.76257, 0.68694)
F (5.42436, 3.59831, -2.65926)
H (4.98084, 4.86987, -0.54243)
H (4.28487, 3.35756, 0.07484)
H (5.67099, 2.02534, -1.46424)
C (9.07156, 5.29429, 3.44153)
C (9.13928, 6.79411, 3.26406)
O (10.16342, 7.16324, 4.17716)
C (10.99224, 6.09266, 4.32329)
O (12.07060, 6.13591, 4.81682)
O (10.41806, 4.98365, 3.81964)
F (7.98338, 7.41318, 3.62053)
H (8.39801, 5.03572, 4.26112)
H (8.79660, 4.75596, 2.54058)
H (9.41934, 7.11394, 2.26234)
C (13.78524, 5.64683, 1.20446)
C (13.78163, 6.26279, -0.17864)
O (12.47076, 5.98083, -0.63283)
C (11.66466, 5.87121, 0.45902)
O (10.48038, 5.89212, 0.42980)
O (12.41171, 5.76174, 1.57997)
F (14.67986, 5.68250, -1.00843)
H (14.06246, 4.59291, 1.15943)
H (14.41803, 6.16393, 1.91931)
H (13.93749, 7.34281, -0.19597)

orbital gap	7.996	eV
electronic energy	-3458.27270	Ha
SMILES string	CC(=O)OC(=O)Cc1cc(B(O)N(C)C)c2c(c1)C(=O)C(F)=CC2=O.O=C1OC[C@@H](F)O1.O=C1OC[C@@H](F)O1.O=C1OC[C@@H](F)O1.O=C1OC[C@@H](F)O1.O=C1OC[C@@H](F)O1



Entry 6:
The following is a DFT calculation (ωB97M-V with the def2-TZVPD basis set) of a molecular structure, C11H8AuNO5 in a non-equilibrium geometry.

Atoms and positions in Å:
O (2.60503, -1.11948, -2.60986)
C (1.50218, -0.93879, -2.31389)
Au (-0.62523, -0.79110, -2.18883)
C (-2.57206, -0.39684, -1.38617)
O (-3.69372, -0.25650, -1.19721)
C (-1.17458, -1.45443, -4.02543)
O (-2.33535, -1.38236, -4.28620)
C (-0.69103, -2.70687, -1.28799)
O (-0.76984, -3.81062, -1.02912)
C (-0.47933, 1.24191, -2.76915)
O (-0.44882, 2.24072, -3.30872)
H (-0.16436, -1.77350, -4.43835)
N (0.08159, 0.09420, 0.25870)
C (0.41929, 0.52334, 1.44676)
C (0.23798, 1.91016, 1.67836)
C (0.60301, 2.35014, 2.93552)
C (1.10018, 1.39415, 3.85731)
C (1.26591, 0.01148, 3.59223)
C (0.92186, -0.45473, 2.34048)
H (-0.28307, 0.70865, -0.40665)
H (0.16575, -0.85406, 0.03311)
H (-0.16752, 2.52136, 0.85277)
H (0.48404, 3.41049, 3.13746)
H (1.37523, 1.74858, 4.83909)
H (1.64706, -0.72005, 4.30075)
H (0.99580, -1.49584, 1.97504)

orbital gap (spin up / spin down)	8.165 / 6.295	eV
electronic energy	-989.76375	Ha
charge	+2
spin multiplicity	3
energy relative to the best compared isomer or geometry (same formula, charge and spin)	64.0	kcal/mol